# 1
A cluster of 2 separate species, C5H5BFNO8 in total in a non-equilibrium geometry. Source: the Open Molecules 2025 dataset; level of theory: wB97M-V/def2-TZVPD.

Atoms and positions in Å:
1 C 2.1146 0.3537 -3.2801
2 N 2.7349 0.5292 -1.9116
3 F 2.7929 1.8441 -1.4963
4 H 1.1766 -0.3656 -3.1404
5 H 1.6950 1.3355 -3.7651
6 H 2.8026 -0.1705 -4.0734
7 H 2.0902 0.0548 -1.2101
8 H 3.6816 0.0953 -1.8195
9 B -1.4677 -0.2829 1.5929
10 O -1.2511 -0.4131 0.1484
11 C -0.4294 -1.4571 -0.0286
12 O -0.0424 -1.8453 -1.1190
13 C -0.0867 -2.0319 1.2460
14 O 0.6422 -2.9936 1.4275
15 O -0.6917 -1.3516 2.2299
16 O -1.0369 1.0349 2.0708
17 C -2.1107 1.6187 2.6211
18 O -2.1032 2.7327 3.1194
19 C -3.2465 0.7390 2.5297
20 O -4.3726 0.9752 2.9367
21 O -2.8918 -0.4016 1.9217

Cartesian forces (eV/Å) of the 2 atoms listed first:
-2.05 -1.14 -2.52
-1.10 -0.96 0.43

Net charge: 0
Strongest force on any atom: 5.07 eV/A
LUMO: -0.065 hartree



# 2
An isolated molecule of C5H5Br in a non-equilibrium geometry. Source: the Open Molecules 2025 dataset; level of theory: wB97M-V/def2-TZVPD.

Atoms and positions in Å:
1 Br 2.3811 0.7670 1.5145
2 C 1.0372 0.1001 0.5269
3 C -0.0149 -0.8162 1.0891
4 C -1.0104 -0.9699 0.0483
5 C -0.8420 -0.0139 -0.9132
6 C 0.4107 0.8258 -0.6873
7 H -0.0816 -1.2798 2.0153
8 H -1.7271 -1.7476 0.1727
9 H -1.2792 0.2867 -1.8187
10 H 1.0088 1.0461 -1.5864
11 H 0.1173 1.8018 -0.3612

Cartesian forces (eV/Å) of the 2 atoms listed first:
1.63 0.68 0.91
-5.68 -2.53 1.18

Net charge: 0
Strongest force on any atom: 7.20 eV/A
ΔE to the lowest compared entry with this formula, charge and spin: 0.0 kJ/mol
LUMO: 0.014 hartree



# 3
An isolated molecule of C5H5Br in a non-equilibrium geometry. Source: the Open Molecules 2025 dataset; level of theory: wB97M-V/def2-TZVPD.

Atoms and positions in Å:
1 C 1.5999 0.1643 -0.4527
2 C 2.9240 0.3066 -0.3037
3 C 0.6435 0.3842 0.7476
4 C -0.5141 -0.3466 -0.0098
5 C 0.3162 -0.1601 -1.3400
6 Br 0.3993 -1.7078 -2.5404
7 H 0.9032 -0.0627 1.6722
8 H 0.3393 1.3773 0.8100
9 H -0.8477 -1.3854 0.3137
10 H -1.5356 0.1015 0.2185
11 H -0.0891 0.6947 -1.9728

Cartesian forces (eV/Å) of the 2 atoms listed first:
0.84 0.37 -0.51
-2.93 -0.47 -0.57

Net charge: 0
Strongest force on any atom: 3.02 eV/A
ΔE to the lowest compared entry with this formula, charge and spin: 312.6 kJ/mol
LUMO: -0.030 hartree



# 4
An isolated molecule of C5H5BrFN in a non-equilibrium geometry. Source: the Open Molecules 2025 dataset; level of theory: wB97M-V/def2-TZVPD.

Atoms and positions in Å:
1 H 0.0445 1.8600 -0.3391
2 N -0.6934 1.9691 0.3234
3 C -1.4424 1.0554 0.7565
4 C -1.4904 -0.2449 -0.0442
5 C -0.4909 -1.0405 -0.4080
6 C 0.8787 -1.0143 0.1421
7 C 1.8331 -0.2585 -0.3570
8 F 1.7044 0.6267 -1.3692
9 Br 3.6260 -0.2552 0.3535
10 H -2.0064 1.4053 1.6248
11 H -2.4504 -0.5510 -0.6051
12 H -0.7870 -1.8433 -1.0980
13 H 1.2743 -1.7087 1.0204

Cartesian forces (eV/Å) of the 2 atoms listed first:
-0.19 -0.90 -1.09
0.26 1.70 1.89

Net charge: 0
Strongest force on any atom: 2.81 eV/A
ΔE to the lowest compared entry with this formula, charge and spin: 233.9 kJ/mol
LUMO: 0.022 hartree



# 5
An isolated molecule of C5H5BrOS in a non-equilibrium geometry. Source: the Open Molecules 2025 dataset; level of theory: wB97M-V/def2-TZVPD.

Atoms and positions in Å:
1 C 0.6934 -2.1813 -0.4359
2 S -0.7332 -1.6596 -1.3440
3 C -1.3160 0.0347 -0.1064
4 O -0.4946 1.0797 -0.0848
5 C -1.0634 2.0806 0.6509
6 C -2.3161 1.6448 1.0125
7 C -2.5034 0.3544 0.4681
8 Br -4.0693 -0.7286 0.4748
9 H 1.1415 -3.0777 -0.8190
10 H 0.4173 -2.4926 0.5746
11 H 1.4274 -1.4448 -0.4036
12 H -0.5483 2.9495 0.8830
13 H -3.0816 2.2785 1.3517

Cartesian forces (eV/Å) of the 2 atoms listed first:
-0.82 -1.07 1.39
-1.56 3.11 1.73

Net charge: 0
Strongest force on any atom: 3.92 eV/A
ΔE to the lowest compared entry with this formula, charge and spin: 207.5 kJ/mol
LUMO: 0.009 hartree



# 6
A structure of composition C5H5Cl in a non-equilibrium geometry. Source: the Open Molecules 2025 dataset; level of theory: wB97M-V/def2-TZVPD.

Atoms and positions in Å:
1 C -1.1776 0.9454 -0.9365
2 C -1.6865 1.4071 0.3027
3 C 1.9334 -1.7206 -0.3247
4 C -2.2146 1.3444 1.3971
5 C 1.0249 -0.8318 -0.0277
6 Cl 1.0592 0.7919 -0.7168
7 H -1.1155 1.6550 -1.7758
8 H 2.0342 -2.6578 0.1838
9 H 2.7666 -1.5434 -0.9570
10 H -2.7376 1.4443 2.2722
11 H 0.1134 -0.8344 0.5825

Cartesian forces (eV/Å) of the 2 atoms listed first:
-0.54 0.24 0.24
0.65 -1.03 -0.80

Net charge: 0
Strongest force on any atom: 1.76 eV/A
ΔE to the lowest compared entry with this formula, charge and spin: 560.4 kJ/mol
LUMO: -0.006 hartree



# 7
A cluster of 2 separate species, C5H5Cl in total in a non-equilibrium geometry. Source: the Open Molecules 2025 dataset; level of theory: wB97M-V/def2-TZVPD.

Atoms and positions in Å:
1 C -0.0041 -1.0257 -2.1575
2 C -0.2863 -0.4159 -1.1560
3 C -0.6381 1.3868 0.7434
4 C -0.9443 0.0071 1.3457
5 C -0.7180 0.3638 -0.0753
6 Cl 3.0889 -0.3783 -0.1265
7 H 0.1110 -1.8724 -2.7879
8 H -0.5157 2.4447 0.8488
9 H 1.8364 0.2127 -0.1755
10 H -0.0383 -0.3849 1.8141
11 H -1.8915 -0.3379 1.7265

Cartesian forces (eV/Å) of the 2 atoms listed first:
0.27 -1.95 -1.48
-1.13 3.51 3.56

Net charge: 0
Strongest force on any atom: 9.90 eV/A
ΔE to the lowest compared entry with this formula, charge and spin: 234.4 kJ/mol
LUMO (spin up / spin down): 0.033 / -0.100 hartree
Multiplicity: 3



# 8
An isolated molecule of C5H5Cl2N in a non-equilibrium geometry. Source: the Open Molecules 2025 dataset; level of theory: wB97M-V/def2-TZVPD.

Atoms and positions in Å:
1 C 2.2487 1.1132 1.6365
2 C 1.0963 0.9810 0.8823
3 C 0.5713 -0.2394 0.6765
4 C 4.4916 0.8549 3.0664
5 C -0.3896 -0.4210 -0.3889
6 N 3.1973 1.0597 2.3846
7 Cl 4.3942 -0.6402 3.8059
8 Cl 4.7182 2.3062 3.9617
9 H 0.8512 1.6325 0.1367
10 H 0.8284 -1.0528 1.3236
11 H -1.4167 -0.4112 -0.0043
12 H -0.3643 -1.3504 -0.9140
13 H -0.3479 0.3745 -1.1082

Cartesian forces (eV/Å) of the 2 atoms listed first:
5.05 -0.15 4.39
0.40 -2.44 0.13

Net charge: 0
Strongest force on any atom: 6.69 eV/A
ΔE to the lowest compared entry with this formula, charge and spin: 439.9 kJ/mol
LUMO (spin up / spin down): -0.013 / -0.013 hartree



# 9
An isolated molecule of C5H5Cl2N in a non-equilibrium geometry. Source: the Open Molecules 2025 dataset; level of theory: wB97M-V/def2-TZVPD.

Atoms and positions in Å:
1 N 1.3933 1.8364 -0.5943
2 C 0.6852 1.1153 0.4370
3 C -0.7720 1.0803 0.3827
4 C -1.2319 -0.1646 0.0169
5 Cl -3.1718 -0.2879 -0.1491
6 C -0.1392 -1.3151 0.0898
7 C 0.9783 -0.4364 0.1362
8 Cl 2.6233 -0.8941 -0.0534
9 H 2.4603 1.9476 -0.2922
10 H 0.8674 2.7008 -0.4351
11 H 1.0732 1.4241 1.4141
12 H -1.4608 1.8609 0.6590
13 H -0.4904 -2.3707 -0.1179

Cartesian forces (eV/Å) of the 2 atoms listed first:
1.45 1.42 0.65
1.49 -3.95 0.00

Net charge: 0
Strongest force on any atom: 4.59 eV/A
ΔE to the lowest compared entry with this formula, charge and spin: 309.0 kJ/mol
LUMO: 0.002 hartree



# 10
An isolated molecule of C5H5Cl2N3O2S in a non-equilibrium geometry. Source: the Open Molecules 2025 dataset; level of theory: wB97M-V/def2-TZVPD.

Atoms and positions in Å:
1 C -2.3498 -0.0315 1.0549
2 C 0.6558 -0.0021 1.0290
3 C -0.7927 -2.0033 1.1317
4 C 0.1478 0.6906 -0.1199
5 C 1.5834 -0.1530 -2.2632
6 N -2.0371 -1.1624 1.0456
7 N 0.2780 -1.2220 1.3626
8 N -0.0027 2.0710 -0.0078
9 O -0.1233 2.5017 1.1359
10 O -0.2516 2.7047 -0.9870
11 S -0.1009 -0.0869 -1.6658
12 Cl -2.8618 1.4294 1.3927
13 Cl 2.0612 0.6919 1.8253
14 H -1.1269 -2.4858 2.0280
15 H -0.8446 -2.6856 0.3392
16 H 1.7414 -0.8311 -3.2071
17 H 2.1710 -0.3220 -1.4329
18 H 1.8529 0.8965 -2.6610

Cartesian forces (eV/Å) of the 2 atoms listed first:
1.15 -2.03 0.10
-1.19 -2.91 -0.96

Net charge: 0
Strongest force on any atom: 4.54 eV/A
ΔE to the lowest compared entry with this formula, charge and spin: 311.2 kJ/mol
LUMO: -0.030 hartree



# 11
A structure of composition C5H5Cl3N2OS in a non-equilibrium geometry. Source: the Open Molecules 2025 dataset; level of theory: wB97M-V/def2-TZVPD.

Atoms and positions in Å:
1 Cl 1.1485 1.5301 4.8528
2 Cl -0.8510 2.6187 3.1161
3 Cl 1.6801 4.1652 3.4313
4 N 0.7750 0.7426 1.3266
5 N 2.8427 1.8197 1.8696
6 O 1.0933 -0.6224 -0.5800
7 S 3.2627 0.5708 0.8790
8 C 1.5930 0.1100 0.5286
9 C 1.5269 1.6533 2.1306
10 C 0.9520 2.4568 3.3042
11 C -0.7287 -0.8644 -2.2869
12 C -0.3256 -0.6920 -0.8041
13 H -0.5402 -0.1047 -3.0119
14 H -0.1486 -1.7915 -2.7364
15 H -1.7352 -1.1606 -2.3726
16 H -0.8669 0.1774 -0.3714
17 H -0.6822 -1.6130 -0.2796

Cartesian forces (eV/Å) of the 2 atoms listed first:
0.42 0.57 -0.87
0.95 0.16 -0.15

Net charge: 0
Strongest force on any atom: 4.16 eV/A
ΔE to the lowest compared entry with this formula, charge and spin: 96.8 kJ/mol
LUMO: -0.005 hartree



# 12
An isolated molecule of C5H5ClF2N2 in a non-equilibrium geometry. Source: the Open Molecules 2025 dataset; level of theory: wB97M-V/def2-TZVPD.

Atoms and positions in Å:
1 C -0.7827 1.5898 -0.3588
2 C -0.6107 0.1171 -0.1031
3 C -1.5365 -0.9267 -0.2061
4 N -0.8438 -2.0615 0.1724
5 N 0.4540 -1.8336 0.3414
6 C 0.5996 -0.5413 0.1284
7 C 1.9572 0.1400 0.3145
8 F 2.8947 -0.7217 0.7353
9 F 1.7475 1.0896 1.2723
10 Cl 2.4954 1.0846 -1.1204
11 H -1.7912 1.9012 -0.7910
12 H -0.8178 2.1899 0.4761
13 H 0.0297 1.9128 -0.9850
14 H -2.5521 -0.9278 -0.2758
15 H -1.2433 -3.0123 0.3997

Cartesian forces (eV/Å) of the 2 atoms listed first:
-1.83 -0.87 -2.02
-1.33 -0.12 -1.16

Net charge: 0
Strongest force on any atom: 4.05 eV/A
ΔE to the lowest compared entry with this formula, charge and spin: 0.0 kJ/mol
LUMO: 0.029 hartree



# 13
A structure of composition C5H5ClN in a non-equilibrium geometry. Source: the Open Molecules 2025 dataset; level of theory: wB97M-V/def2-TZVPD.

Atoms and positions in Å:
1 C -1.7304 -0.7742 0.5660
2 C 1.0227 -0.5772 -0.2908
3 C 0.1969 -1.5633 -0.6564
4 C 0.5346 0.6949 0.4160
5 C -0.9017 1.0544 0.4188
6 N -1.0303 -1.4927 -0.0851
7 Cl -1.3670 1.7282 -1.0800
8 H 1.9511 -0.5903 -0.6320
9 H 0.6907 -2.2532 -1.3431
10 H 1.0527 0.6603 1.4882
11 H 1.1122 1.5649 -0.0841
12 H -1.5315 1.5481 1.2822

Cartesian forces (eV/Å) of the 2 atoms listed first:
2.37 -1.54 -2.09
-4.86 1.53 1.12

Net charge: +1
Strongest force on any atom: 5.22 eV/A
ΔE to the lowest compared entry with this formula, charge and spin: 547.5 kJ/mol
LUMO: -0.270 hartree



# 14
A cluster of 2 separate species, C5H5ClN2 in total in a non-equilibrium geometry. Source: the Open Molecules 2025 dataset; level of theory: wB97M-V/def2-TZVPD.

Atoms and positions in Å:
1 C 2.6479 1.9305 0.2070
2 C 0.2517 1.3123 -0.3704
3 C 1.4995 1.3133 -0.0592
4 C 2.4449 -0.8016 0.4518
5 C -0.7938 0.1951 -0.3188
6 N 3.6660 2.3198 0.6205
7 N 1.9008 -1.4021 1.3214
8 Cl 3.6581 -1.0473 -0.6318
9 H -0.3880 2.0662 -0.7838
10 H -0.7029 -0.5299 0.5102
11 H -1.8005 0.5421 -0.2546
12 H -0.4179 -0.4049 -1.1572
13 H 2.3499 -2.0197 1.9913

Cartesian forces (eV/Å) of the 2 atoms listed first:
2.76 1.84 0.93
-2.87 -0.46 0.23

Net charge: 0
Strongest force on any atom: 4.23 eV/A
ΔE to the lowest compared entry with this formula, charge and spin: 476.2 kJ/mol
LUMO (spin up / spin down): -0.022 / -0.022 hartree



# 15
A structure of composition C5H5ClN2 in a non-equilibrium geometry. Source: the Open Molecules 2025 dataset; level of theory: wB97M-V/def2-TZVPD.

Atoms and positions in Å:
1 C 0.6409 1.1425 -1.8695
2 C 0.5832 -0.0363 -1.2386
3 C -0.5735 0.5019 0.9808
4 C -0.8030 -0.3208 2.0219
5 C 0.0912 -1.5530 0.6581
6 H 1.2887 1.0992 -2.8085
7 H 1.0242 -0.9183 -1.7918
8 H -0.8780 1.5536 0.8037
9 H -1.2065 0.1846 2.9006
10 H 0.4025 -2.4384 0.0160
11 N -0.0386 -0.3539 -0.0243
12 N -0.4620 -1.5975 1.8519
13 Cl -0.0690 2.7364 -1.5004

Cartesian forces (eV/Å) of the 2 atoms listed first:
1.05 -0.10 -1.42
-0.19 -0.30 -0.42

Net charge: 0
Strongest force on any atom: 3.91 eV/A
ΔE to the lowest compared entry with this formula, charge and spin: 86.6 kJ/mol
LUMO: 0.025 hartree



# 16
An isolated molecule of C5H5ClN2 in a non-equilibrium geometry. Source: the Open Molecules 2025 dataset; level of theory: wB97M-V/def2-TZVPD.

Atoms and positions in Å:
1 N 1.9567 2.3151 -0.2033
2 C 1.1091 1.5328 -0.0090
3 C 0.1707 0.4371 0.1327
4 C 0.6858 -0.8197 -0.0713
5 N 1.9719 -1.1376 -0.1050
6 C -1.2332 0.7978 0.1932
7 C -2.2392 -0.0474 -0.0491
8 Cl -3.8632 0.4244 -0.1111
9 H 0.0346 -1.6747 -0.0738
10 H 2.7279 -0.4409 0.0029
11 H 2.2364 -2.1099 0.0364
12 H -1.4698 1.8553 0.3398
13 H -2.0877 -1.1325 -0.0824

Cartesian forces (eV/Å) of the 2 atoms listed first:
-1.49 -1.26 0.47
1.32 0.58 -0.17

Net charge: 0
Strongest force on any atom: 2.21 eV/A
ΔE to the lowest compared entry with this formula, charge and spin: 65.5 kJ/mol
LUMO: 0.013 hartree



# 17
A structure of composition C5H5ClN2O2 in a non-equilibrium geometry. Source: the Open Molecules 2025 dataset; level of theory: wB97M-V/def2-TZVPD.

Atoms and positions in Å:
1 C 0.2574 -1.0068 -0.1179
2 C 0.7725 0.2193 -0.0156
3 C 0.0027 1.3837 0.1424
4 C -2.1373 -0.6202 -0.0756
5 C 2.2980 0.5284 -0.0179
6 N -1.0251 -1.4442 -0.0865
7 N -1.8014 0.6495 0.0656
8 O -0.0200 2.5655 0.3044
9 O -2.6132 1.6139 0.1111
10 Cl -3.6220 -1.5949 0.0769
11 H 1.0330 -1.7517 -0.1848
12 H 3.0335 -0.3017 -0.1937
13 H 2.4049 1.4178 -0.7562
14 H 2.5516 0.8396 0.9063
15 H -1.1346 -2.4981 -0.1583

Cartesian forces (eV/Å) of the 2 atoms listed first:
-0.85 -1.69 0.16
1.79 2.30 0.13

Net charge: 0
Strongest force on any atom: 3.94 eV/A
ΔE to the lowest compared entry with this formula, charge and spin: 442.3 kJ/mol
LUMO (spin up / spin down): 0.001 / 0.001 hartree



# 18
A cluster of 2 separate species, C5H5ClNO5 in total in a non-equilibrium geometry. Source: the Open Molecules 2025 dataset; level of theory: wB97M-V/def2-TZVPD.

Atoms and positions in Å:
1 C 1.2034 1.0460 0.3595
2 C -1.0225 0.3215 0.6026
3 C -1.5990 2.9460 -0.9883
4 C 1.1113 -0.1774 -0.4920
5 C -0.3527 -0.6694 -0.2029
6 N 0.0193 1.3421 0.8961
7 O 2.2463 1.7663 0.4992
8 O -2.0814 0.5454 0.9872
9 O -2.0377 2.0363 -1.5098
10 O -0.1787 2.3529 1.7792
11 O -1.0089 3.7754 -0.4454
12 Cl 3.6886 1.2055 -0.2229
13 H 1.2923 0.1877 -1.4521
14 H 1.9588 -0.7813 -0.3175
15 H -0.1525 -1.6018 0.2465
16 H -0.7407 -0.9742 -1.2150
17 H -0.1809 3.2213 1.3632

Cartesian forces (eV/Å) of the 2 atoms listed first:
-1.82 -0.39 0.21
1.43 1.33 -0.06

Net charge: +1
Strongest force on any atom: 7.50 eV/A
LUMO (spin up / spin down): -0.159 / -0.334 hartree
Multiplicity: 3